Density functional theory data (ωB97M-V with the def2-TZVPD basis set) for a 2-piece molecular cluster, C2H4O2S overall at a distorted geometry.

Atoms and positions in Å:
1 C 1.914 -0.029 0.175
2 C -1.013 -0.554 -0.024
3 O 2.692 0.872 0.089
4 O -0.797 0.730 -0.197
5 S -2.761 -0.978 -0.115
6 H 1.530 -0.575 1.040
7 H 1.421 -0.463 -0.791
8 H 0.213 0.725 -0.272
9 H -3.198 0.273 0.096

The energy above the lowest of the compared OMol25 structures with the same formula, charge and spin comes out at 376.55 kJ/mol. The value obtained for the max |F| is 2.61 eV Å⁻¹. Its charge is 0. For the lowest unoccupied orbital energy, the calculation gives 0.130 eV.

***

Density functional theory data (ωB97M-V with the def2-TZVPD basis set) for the molecule C2H4O2S at a distorted geometry.

Atoms and positions in Å:
1 C -1.461 0.243 1.090
2 C 0.781 -0.101 -0.301
3 O -0.261 -0.026 0.561
4 O 1.592 -1.170 -0.298
5 S 1.215 1.194 -1.424
6 H -2.014 1.090 0.730
7 H -1.845 -0.650 1.560
8 H 1.550 -1.666 0.602
9 H 0.443 1.086 -2.521

The energy above the lowest of the compared OMol25 structures with the same formula, charge and spin comes out at 486.83 kJ/mol. The value obtained for the max |F| is 3.41 eV Å⁻¹. Its charge is 0. For the lowest unoccupied orbital energy (spin up / spin down), the calculation gives 0.515 / 0.513 eV.

***

Density functional theory data (ωB97M-V with the def2-TZVPD basis set) for the molecule C2H4O2S at a distorted geometry.

Atoms and positions in Å:
1 C 1.207 0.630 0.195
2 C -0.118 -0.094 0.071
3 O 3.696 0.130 0.080
4 O 0.116 -1.510 0.201
5 S 2.409 -0.403 -0.115
6 H 1.115 1.704 0.594
7 H -0.555 0.194 -0.882
8 H -0.687 0.344 0.891
9 H 0.039 -1.787 -0.709

The energy above the lowest of the compared OMol25 structures with the same formula, charge and spin comes out at 254.44 kJ/mol. The value obtained for the max |F| is 7.56 eV Å⁻¹. The spin multiplicity is 3. Its charge is 0. For the lowest unoccupied orbital energy (spin up / spin down), the calculation gives 0.751 / -2.188 eV. As for the expectation value of S²: 2.01.

***

Density functional theory data (ωB97M-V with the def2-TZVPD basis set) for a 2-piece molecular cluster, C2H4O2S2 overall at a distorted geometry.

Atoms and positions in Å:
1 C 2.384 0.024 0.618
2 C -2.045 0.106 -0.595
3 O 4.067 1.021 -0.176
4 O -0.683 -1.175 1.306
5 S 1.354 0.399 -0.455
6 S -0.650 -0.933 -0.123
7 H 2.674 -0.181 1.604
8 H -2.574 -0.617 -1.274
9 H -2.730 0.456 0.296
10 H -1.797 0.899 -1.201

The energy above the lowest of the compared OMol25 structures with the same formula, charge and spin comes out at 832.45 kJ/mol. The value obtained for the max |F| is 3.95 eV Å⁻¹. Its charge is 0. For the lowest unoccupied orbital energy (spin up / spin down), the calculation gives -1.646 / -1.406 eV.

***

Density functional theory data (ωB97M-V with the def2-TZVPD basis set) for a 2-piece molecular cluster, C2H4O2S2 overall at a distorted geometry.

Atoms and positions in Å:
1 C 0.632 0.043 -0.146
2 C -0.543 0.441 -0.880
3 O 1.714 -0.484 -0.754
4 O 0.079 -1.120 1.288
5 S 2.105 0.769 0.417
6 S -1.725 1.155 0.442
7 H -1.059 -0.397 -1.272
8 H -0.272 1.214 -1.436
9 H 0.802 -1.806 1.146
10 H -1.735 0.187 1.194

The energy above the lowest of the compared OMol25 structures with the same formula, charge and spin comes out at 426.03 kJ/mol. The value obtained for the max |F| is 5.83 eV Å⁻¹. Its charge is 0. For the lowest unoccupied orbital energy, the calculation gives -0.691 eV.

***

Density functional theory data (ωB97M-V with the def2-TZVPD basis set) for C2H4O2Yb as an isolated structure at a distorted geometry.

Atoms and positions in Å:
1 C -1.675 0.570 0.153
2 C -2.523 -0.394 -0.515
3 O -0.535 0.047 0.411
4 H -1.673 1.649 -0.031
5 H -3.021 0.101 -1.361
6 H -3.275 -0.750 0.205
7 Yb 1.895 0.852 2.435
8 O 0.489 0.981 0.572
9 H -1.689 -1.243 -0.626

The energy above the lowest of the compared OMol25 structures with the same formula, charge and spin comes out at 0.00 kJ/mol. The value obtained for the max |F| is 4.45 eV Å⁻¹. The spin multiplicity is 2. Its charge is +3. For the lowest unoccupied orbital energy (spin up / spin down), the calculation gives -14.852 / -18.692 eV. As for the expectation value of S²: 0.76.

***

Density functional theory data (ωB97M-V with the def2-TZVPD basis set) for the molecule C2H4O3 at a distorted geometry.

Atoms and positions in Å:
1 O 1.790 -0.574 0.572
2 O 1.371 0.438 -0.280
3 C 0.028 0.630 -0.241
4 C -0.983 -0.329 -0.491
5 O -0.720 0.146 0.882
6 H 1.212 -0.393 1.464
7 H -0.118 1.748 -0.456
8 H -1.993 -0.369 -0.929
9 H -0.586 -1.297 -0.520

The energy above the lowest of the compared OMol25 structures with the same formula, charge and spin comes out at 510.75 kJ/mol. Its SMILES is OO[C@H]1CO1. The value obtained for the max |F| is 3.92 eV Å⁻¹. Its charge is 0. For the lowest unoccupied orbital energy, the calculation gives 0.874 eV.

***

Density functional theory data (ωB97M-V with the def2-TZVPD basis set) for a 2-piece molecular cluster, C2H4O3 overall at a distorted geometry.

Atoms and positions in Å:
1 O -1.456 -1.094 0.509
2 C -1.579 -0.671 -0.596
3 O -1.243 0.594 -0.926
4 H -1.932 -1.188 -1.492
5 H -0.790 0.921 -0.117
6 C 1.753 0.339 0.668
7 O 1.967 1.397 0.134
8 H 1.844 0.218 1.758
9 H 1.437 -0.517 0.062

The energy above the lowest of the compared OMol25 structures with the same formula, charge and spin comes out at 111.88 kJ/mol. Its SMILES is O=CO.C=O. The value obtained for the max |F| is 1.24 eV Å⁻¹. Its charge is 0. For the lowest unoccupied orbital energy, the calculation gives 0.615 eV.